# 1
# C4H8O2

A single C4H8O2 molecule (ωB97M-V/def2-TZVPD, OMol25).

The geometry in XYZ format:
```
14
Properties=species:S:1:pos:R:3:forces:R:3
C 1.210 -0.873 0.897 -0.22 -0.25 0.00
C -0.092 -0.166 0.527 0.08 0.08 0.04
C -1.482 -0.594 -0.061 -0.03 0.04 0.05
C -0.449 0.084 -0.883 0.21 -0.13 -0.03
O -0.630 1.396 -1.303 -0.24 -0.10 -0.13
O 0.653 2.004 -1.117 0.16 0.57 -0.10
H 1.433 -1.700 0.219 -0.13 -0.06 0.11
H 2.085 -0.195 0.843 -0.67 -0.03 -0.11
H 1.185 -1.250 1.923 -0.06 -0.13 -0.12
H -0.238 0.732 1.134 -0.14 -0.28 -0.11
H -2.301 0.012 0.323 0.28 0.01 -0.08
H -1.857 -1.541 -0.464 0.66 -0.01 0.64
H 0.056 -0.573 -1.592 -0.04 0.26 -0.12
H 0.429 2.664 -0.446 0.13 0.01 -0.05
```
Positions in Å, forces in eV/Å.

Output
Spin multiplicity   1
ΔE to the lowest compared entry with this formula, charge and spin   108.1 kcal/mol


# 2
# C36H68BBrN2O14P2

6 unconnected molecules or ions with the total composition C36H68BBrN2O14P2 in a non-equilibrium geometry (ωB97M-V/def2-TZVPD, OMol25).

The geometry in XYZ format:
```
124
Properties=species:S:1:pos:R:3:forces:R:3
C 5.827 -0.573 -1.558 -1.02 0.01 -0.54
C 4.434 -0.038 -0.935 2.16 -0.04 0.53
O 3.382 -0.224 -1.921 -1.52 0.50 2.40
B 2.130 0.061 -1.281 -0.15 1.42 -0.33
O 1.867 1.352 -0.631 1.30 -2.64 0.21
C 0.866 -1.020 -1.182 3.12 -0.56 0.73
C 1.598 -2.462 -1.128 0.02 -0.10 -0.34
C 2.075 -3.039 -2.535 0.91 0.07 -2.32
O 2.071 -2.442 -3.634 -0.14 -1.67 4.00
C 2.647 -4.557 -2.495 0.00 -2.89 0.52
C 1.541 -5.671 -2.453 3.63 -1.36 0.21
C 1.954 -7.172 -2.364 2.49 2.74 0.06
C 3.475 -7.564 -2.300 -0.89 3.88 -0.37
C 4.560 -6.437 -2.370 -3.07 0.82 0.08
C 4.148 -4.921 -2.458 -3.04 -2.73 0.14
O 0.050 -0.739 -2.306 -2.28 -0.14 1.08
C -1.331 -1.083 -2.259 -0.07 1.09 -0.57
Br -1.388 -3.053 -2.765 -0.11 0.40 -0.11
O -1.922 -0.231 -3.247 0.49 -2.04 1.04
C -3.016 -0.788 -3.985 -2.55 0.48 -2.12
C -2.617 -1.338 -5.472 -0.03 0.54 0.59
C -2.071 -0.864 -0.858 1.27 0.14 1.93
C -1.917 -2.130 0.173 0.60 1.22 1.02
P -3.381 -3.312 0.203 -1.27 -2.30 -2.32
O -4.235 -3.354 -1.068 1.59 0.67 3.14
O -4.240 -3.044 1.641 1.36 -0.52 -2.28
O -2.704 -4.893 0.371 -0.54 2.49 -0.05
N -3.486 -0.414 -0.904 -0.68 2.20 0.34
P -4.023 0.154 0.714 0.41 -1.69 1.50
N -3.469 1.813 0.996 -1.89 -0.48 -1.58
O -5.740 0.205 0.719 1.32 0.22 -1.04
H 6.623 -0.792 -0.759 -1.33 0.35 -1.20
H 6.217 0.199 -2.310 -0.48 -1.12 1.14
H 5.551 -1.518 -2.164 0.68 1.37 1.08
H 4.582 1.050 -0.616 -0.51 -1.35 -0.59
H 4.230 -0.636 0.028 0.08 0.71 -1.37
H 2.054 1.193 0.334 -0.37 0.53 -0.88
H 0.464 -0.831 -0.130 -0.15 -0.18 -1.52
H 1.011 -3.279 -0.590 0.71 0.97 -0.80
H 2.562 -2.300 -0.503 -1.43 -0.42 -0.97
H 0.426 -5.390 -2.486 2.05 -0.42 0.05
H 1.128 -7.969 -2.307 1.55 1.35 -0.14
H 3.805 -8.659 -2.201 -0.64 1.95 -0.20
H 5.690 -6.707 -2.318 -2.24 0.46 -0.06
H 4.906 -4.073 -2.481 -1.05 -1.47 0.01
H -3.699 -1.517 -3.416 1.49 0.92 -0.55
H -3.719 0.106 -4.224 1.30 -1.22 0.69
H -2.671 -2.475 -5.529 0.27 1.59 0.04
H -3.325 -0.875 -6.262 1.06 -0.83 1.38
H -1.570 -0.941 -5.686 -1.32 -0.79 0.19
H -1.486 -0.010 -0.325 -0.34 -1.38 -1.11
H -0.894 -2.650 0.056 -1.98 0.57 -0.09
H -1.872 -1.643 1.224 -0.26 -0.93 -1.61
H -5.026 -2.501 1.415 0.71 -0.55 0.13
H -2.409 -5.199 -0.526 -0.58 0.67 0.97
H -3.619 0.442 -1.486 0.53 -1.13 -0.28
H -3.078 2.197 0.120 -0.26 0.05 0.50
H -4.333 2.366 1.210 0.85 -0.13 -0.08
H -6.071 -0.710 0.594 0.29 0.80 -0.02
C -7.477 5.379 3.056 -0.22 -0.17 0.42
C -6.263 6.234 2.776 0.07 0.49 -0.21
C -5.247 5.205 2.327 0.36 -0.18 0.09
O -5.981 4.144 1.694 -0.06 0.18 0.14
C -7.377 4.326 1.972 -0.13 -0.22 -0.30
H -8.418 5.930 3.029 0.06 -0.06 -0.03
H -7.382 4.911 4.042 -0.06 0.02 -0.07
H -6.479 6.928 1.957 0.08 0.00 0.08
H -5.928 6.816 3.636 0.01 -0.06 -0.07
H -4.710 4.777 3.180 0.05 0.08 0.01
H -4.517 5.616 1.625 -0.05 -0.11 -0.03
H -7.861 4.661 1.048 -0.11 -0.03 0.04
H -7.820 3.373 2.271 0.13 -0.01 -0.10
C -6.725 7.558 -3.098 0.21 0.07 -0.41
C -7.138 6.363 -2.266 -0.40 -0.20 0.10
C -6.132 6.405 -1.134 0.31 -0.06 0.16
O -5.788 7.783 -0.934 -0.18 -0.11 -0.23
C -6.297 8.549 -2.034 -0.05 0.25 0.25
H -7.519 7.940 -3.742 0.06 0.00 0.06
H -5.870 7.293 -3.728 -0.07 0.05 0.02
H -8.149 6.516 -1.874 0.06 -0.05 -0.02
H -7.124 5.420 -2.814 0.01 0.06 0.06
H -5.215 5.866 -1.396 -0.05 -0.11 0.02
H -6.528 5.987 -0.206 0.12 0.07 -0.03
H -7.150 9.133 -1.669 0.00 0.06 -0.09
H -5.529 9.240 -2.388 0.01 -0.04 0.12
C 0.152 0.155 4.258 0.03 0.13 0.43
C -0.642 0.576 3.042 -0.30 -0.11 -0.20
C 0.329 1.499 2.333 -0.14 0.39 -0.04
O 1.650 1.028 2.640 -0.12 -0.11 -0.12
C 1.558 0.062 3.699 0.30 -0.27 -0.03
H -0.190 -0.779 4.706 0.06 0.05 -0.05
H 0.105 0.939 5.021 0.05 -0.08 -0.03
H -0.852 -0.298 2.415 -0.03 0.07 0.03
H -1.590 1.059 3.282 0.07 -0.04 -0.11
H 0.244 2.525 2.705 -0.08 0.00 -0.05
H 0.184 1.507 1.250 0.06 0.06 0.07
H 1.749 -0.927 3.267 0.01 -0.04 0.08
H 2.324 0.267 4.451 0.01 0.08 -0.13
C 10.112 -7.550 -2.252 0.35 -0.14 0.29
C 9.431 -8.154 -3.459 -0.01 0.10 -0.47
C 8.083 -8.553 -2.894 -0.24 -0.25 0.14
O 7.779 -7.621 -1.846 0.29 -0.03 -0.17
C 8.959 -6.860 -1.551 -0.21 0.30 0.08
H 10.927 -6.869 -2.502 -0.07 -0.03 0.04
H 10.514 -8.346 -1.616 0.00 0.09 -0.03
H 9.300 -7.389 -4.232 0.01 -0.09 0.02
H 9.975 -8.992 -3.898 -0.07 0.05 0.04
H 8.118 -9.554 -2.452 0.00 -0.03 -0.09
H 7.290 -8.531 -3.645 -0.03 0.04 0.12
H 8.809 -5.846 -1.939 0.09 0.03 0.05
H 9.099 -6.802 -0.470 -0.13 -0.03 -0.05
C 3.631 4.805 4.947 -0.05 0.48 -0.04
C 4.475 3.890 5.807 0.36 -0.29 -0.07
C 3.452 3.343 6.783 -0.22 0.00 0.28
O 2.197 3.307 6.091 0.25 0.10 -0.08
C 2.323 4.044 4.867 -0.23 -0.29 -0.21
H 4.065 5.011 3.967 -0.06 -0.03 0.06
H 3.478 5.760 5.461 0.01 -0.05 -0.07
H 4.881 3.077 5.196 0.00 0.05 0.06
H 5.308 4.395 6.300 -0.07 -0.05 -0.01
H 3.338 4.001 7.651 0.09 -0.03 0.04
H 3.705 2.341 7.137 -0.12 0.03 -0.02
H 2.334 3.323 4.042 0.00 0.07 -0.07
H 1.461 4.703 4.743 -0.02 -0.09 0.10
```
Positions in Å, forces in eV/Å.

Output
Spin multiplicity   1


# 3
# C20H12N2S5SbY

A molecular structure, C20H12N2S5SbY in a non-equilibrium geometry (ωB97M-V/def2-TZVPD, OMol25).

The geometry in XYZ format:
```
41
Properties=species:S:1:pos:R:3:forces:R:3
Y 2.358 1.270 -0.631 0.51 -1.03 0.58
S -3.543 0.526 -5.205 -0.02 -0.02 0.08
C -3.189 1.191 -6.733 -0.06 -0.03 -0.01
C -1.940 1.726 -6.777 0.05 0.02 0.02
C -1.258 1.594 -5.542 0.14 0.07 -0.05
C -1.998 0.963 -4.580 -0.10 -0.08 0.08
C -1.615 0.656 -3.197 -0.07 0.00 -0.13
C -0.369 1.064 -2.701 0.18 0.05 0.03
N 0.059 0.828 -1.473 0.20 0.18 0.15
C -0.732 0.140 -0.612 -0.06 0.05 0.03
C -1.999 -0.303 -1.005 -0.11 -0.10 -0.03
C -2.826 -1.023 -0.075 0.00 0.03 -0.09
C -2.394 -1.274 1.174 0.06 0.00 0.08
C -1.098 -0.827 1.608 -0.08 -0.10 0.07
C -0.622 -1.073 2.906 -0.07 -0.06 0.10
C 0.619 -0.626 3.303 -0.01 -0.06 0.12
C 1.366 0.078 2.344 0.15 0.07 -0.03
N 0.947 0.314 1.118 0.17 0.38 -0.48
C -0.273 -0.128 0.727 -0.11 0.03 -0.01
C 1.184 -0.841 4.637 -0.13 -0.10 -0.01
C 2.411 -0.448 5.098 0.16 0.10 -0.02
C 2.644 -0.813 6.447 0.02 0.04 -0.04
C 1.588 -1.477 6.988 -0.03 -0.07 0.03
S 0.317 -1.676 5.870 -0.07 0.04 -0.04
C -2.420 -0.031 -2.313 -0.13 -0.04 -0.04
H -3.926 1.148 -7.519 0.04 0.01 0.02
H -1.521 2.194 -7.656 0.00 -0.01 0.04
H -0.250 1.955 -5.386 -0.05 0.00 -0.05
H 0.309 1.606 -3.350 0.00 0.01 0.02
H -3.801 -1.357 -0.406 0.02 0.00 0.01
H -3.012 -1.816 1.879 0.01 0.01 -0.02
H -1.256 -1.622 3.594 0.02 0.02 -0.03
H 2.349 0.460 2.579 0.02 0.01 -0.01
H 3.132 0.091 4.497 -0.01 -0.03 0.08
H 3.551 -0.589 6.990 -0.03 0.00 -0.03
H 1.486 -1.869 7.989 0.02 0.01 -0.04
H -3.400 -0.378 -2.623 0.03 0.01 0.01
S 6.429 0.342 -1.741 0.09 0.03 -0.38
Sb 5.186 -0.539 0.064 -0.62 0.28 0.28
S 4.337 1.602 0.972 -0.34 -0.13 -0.26
S 3.173 -1.039 -1.261 0.23 0.41 -0.04
```
Positions in Å, forces in eV/Å.

Output
Spin multiplicity   2
ΔE to the lowest compared entry with this formula, charge and spin   28.9 kcal/mol
Net charge   +1


| no. | energy (eV) |
| --- | --- |
| 1 | -8368.5954 |
| 2 | -159371.4346 |
| 3 | -85670.2578 |